{
  "formula": "C10H20AuClIO3P",
  "method": "the ωB97M-V functional and the def2-TZVPD basis",
  "spin_multiplicity": 3,
  "relative_energy_kcal_mol": 0.0,
  "gap_ev": [7.90, 6.77],
  "total_charge": 2,
  "lumo_energy_ev": [-6.9, -9.1],
  "symbols": ["C", "H", "H", "H", "H", "H", "C", "H", "O", "H", "P", "H", "Cl", "H", "H", "H", "C", "C", "H", "H", "H", "H", "C", "C", "O", "H", "O", "H", "C", "C", "C", "H", "Au", "H", "H", "I", "C"],
  "coordinates": [[-1.06, 3.18, -3.90], [-0.73, 0.26, 2.33], [-2.12, 2.94, -3.87], [-0.43, 1.12, -6.42], [-1.73, 0.45, -5.39], [2.24, 1.14, -4.26], [1.36, -0.01, -1.19], [-1.81, -1.12, 2.78], [1.71, -3.01, 2.27], [-1.32, -3.42, 2.04], [-0.11, 1.61, -4.04], [-0.78, 3.66, -2.97], [-2.47, 0.56, -2.82], [-0.19, -4.16, 0.90], [-0.15, -0.33, -5.44], [2.05, -0.94, 4.17], [-0.93, 0.05, 4.46], [1.07, -1.38, 4.34], [-1.86, -0.23, 4.97], [1.96, 2.84, -3.78], [-0.92, 1.14, 4.45], [-0.86, 3.86, -4.74], [0.24, -0.53, 5.27], [1.62, 2.03, -4.43], [2.36, -0.25, -0.66], [1.27, -2.40, 4.60], [0.25, -1.46, 3.04], [-0.85, -2.58, 0.51], [0.65, -2.50, 2.06], [-0.93, -0.54, 3.06], [-0.67, 0.62, -5.49], [1.72, 2.34, -5.47], [-0.34, 0.24, -2.06], [0.86, 0.20, 5.79], [-0.13, -1.25, 6.03], [1.58, 1.03, 2.50], [-0.50, -3.18, 1.34]],
  "nbo_charge": [-0.95, 0.22, 0.28, 0.27, 0.28, 0.26, 0.45, 0.24, -0.42, 0.28, 1.07, 0.26, -0.44, 0.30, 0.26, 0.24, -0.46, -0.05, 0.26, 0.27, 0.26, 0.28, -0.46, -0.97, -0.34, 0.24, -0.43, 0.25, 0.82, -0.07, -0.93, 0.28, 0.70, 0.27, 0.25, 0.03, -0.75]
}



{
  "formula": "C10H20BClIO3",
  "method": "the ωB97M-V functional and the def2-TZVPD basis",
  "gap_ev": 7.12,
  "total_charge": -1,
  "lumo_energy_ev": 2.7,
  "symbols": ["H", "Cl", "I", "C", "O", "H", "H", "C", "O", "H", "H", "H", "H", "H", "C", "H", "C", "C", "B", "H", "H", "H", "H", "H", "C", "C", "C", "H", "H", "H", "H", "C", "C", "H", "O", "H"],
  "coordinates": [[-2.03, -0.76, -2.76], [-4.71, -1.68, -2.29], [0.80, 3.45, -3.44], [1.61, -2.00, 4.09], [-0.59, 1.94, -1.41], [-3.01, 1.00, -0.50], [3.98, -0.48, -1.72], [2.27, 0.29, -0.68], [-0.22, -1.73, 2.61], [-0.27, 0.73, 3.02], [2.99, 0.95, -0.20], [1.62, -0.10, 0.09], [2.50, -1.34, -2.07], [-0.31, 0.11, -0.30], [-2.00, -0.33, -1.76], [1.47, 0.74, 3.32], [3.07, -0.88, -1.27], [-3.19, 0.57, -1.49], [-0.59, 0.42, -1.47], [-3.24, 1.40, -2.19], [-2.06, -1.16, -1.06], [1.53, -3.05, 3.82], [2.61, -1.64, 3.82], [1.09, 2.96, -0.80], [-4.55, -0.14, -1.36], [0.56, -1.20, 3.36], [0.52, 0.29, 3.61], [-4.67, -0.45, -0.33], [0.33, 0.49, 4.67], [-5.38, 0.48, -1.67], [1.47, -1.90, 5.17], [0.70, 2.26, -1.52], [1.53, 0.95, -1.84], [2.32, 1.25, -2.52], [0.54, 0.15, -2.39], [3.30, -1.62, -0.52]],
  "nbo_charge": [0.20, -0.13, -0.23, -0.72, -0.69, 0.21, 0.18, -0.43, -0.52, 0.25, 0.18, 0.22, 0.23, -0.17, -0.68, 0.23, -0.61, -0.41, 0.63, 0.20, 0.20, 0.23, 0.23, 0.17, -0.33, 0.59, -0.72, 0.19, 0.22, 0.20, 0.22, 0.16, 0.03, 0.18, -0.71, 0.19]
}



{
  "formula": "C10H20Br10CrN3O9",
  "method": "the ωB97M-V functional and the def2-TZVPD basis",
  "spin_multiplicity": 5,
  "gap_ev": [4.83, 1.62],
  "total_charge": 1,
  "lumo_energy_ev": [-6.5, -9.8],
  "symbols": ["H", "Br", "C", "O", "H", "C", "N", "Br", "O", "H", "O", "O", "C", "Br", "H", "O", "O", "N", "H", "H", "Br", "Cr", "H", "H", "Br", "H", "Br", "H", "H", "C", "O", "H", "H", "C", "C", "C", "H", "Br", "C", "H", "C", "C", "H", "H", "H", "O", "N", "O", "H", "Br", "H", "Br", "Br"],
  "coordinates": [[-0.37, 3.18, 4.99], [-2.69, 3.29, -3.90], [-1.02, 3.18, 2.90], [-2.75, -2.97, 1.92], [4.69, 3.46, -2.71], [0.09, 3.03, 4.01], [0.59, -0.17, 0.24], [-1.75, 5.03, 2.76], [0.30, 0.34, -0.77], [-1.82, 2.48, 3.12], [-1.71, -3.87, 3.59], [-0.86, -2.20, 2.59], [-1.36, 4.42, -1.50], [-0.86, -4.24, -0.42], [1.46, -3.37, -1.15], [0.19, 0.09, 1.31], [1.15, -1.25, 0.37], [-1.84, -3.00, 2.72], [0.48, -3.71, -2.52], [-0.41, 2.85, -2.74], [2.84, 4.84, -1.70], [1.07, -1.59, 2.45], [4.18, 1.31, -2.26], [-3.84, 0.42, -2.11], [3.90, 1.25, 0.31], [-4.94, -1.33, -1.00], [-3.21, 0.93, 0.39], [-2.38, 4.61, -1.18], [-0.68, 4.49, -0.66], [0.80, -4.13, -1.56], [1.67, -3.46, 1.98], [-3.43, -2.08, -0.62], [0.90, 3.73, 3.82], [4.19, 3.38, -1.74], [-3.19, -0.10, -1.41], [3.65, 1.93, -1.54], [0.89, -6.17, -2.31], [-3.84, -2.15, -3.21], [1.47, -5.42, -1.77], [-1.72, 2.22, -1.79], [-3.91, -1.42, -1.34], [-1.40, 3.10, -2.35], [2.44, -5.30, -2.26], [2.60, 1.81, -1.81], [4.95, 3.57, -0.99], [3.07, -4.79, 2.87], [1.97, -4.57, 2.54], [1.05, -5.23, 3.05], [-2.19, -0.03, -1.84], [-0.76, 5.88, -2.73], [-0.63, 2.80, 1.96], [0.94, 1.24, 4.10], [2.02, -6.31, -0.12]],
  "nbo_charge": [0.24, 0.34, -0.45, -0.39, 0.24, -0.39, 0.76, 0.02, -0.37, 0.23, -0.37, -0.61, -0.43, -0.03, 0.22, -0.46, -0.45, 0.73, 0.23, 0.25, -0.04, 1.74, 0.24, 0.21, -0.02, 0.24, -0.07, 0.26, 0.28, -0.42, -0.62, 0.25, 0.23, -0.42, -0.40, -0.44, 0.23, 0.00, -0.46, 0.28, -0.44, -0.43, 0.24, 0.23, 0.25, -0.35, 0.72, -0.39, 0.22, 0.43, 0.22, -0.05, 0.00]
}



{
  "formula": "C10H20CaO24PS5Ti2",
  "method": "the ωB97M-V functional and the def2-TZVPD basis",
  "spin_multiplicity": 8,
  "gap_ev": [5.23, 4.42],
  "total_charge": 2,
  "lumo_energy_ev": [-6.3, -10.9],
  "symbols": ["H", "C", "O", "H", "C", "O", "Ti", "H", "C", "H", "O", "C", "O", "H", "S", "C", "O", "S", "C", "C", "H", "O", "H", "O", "H", "Ca", "O", "H", "S", "H", "S", "O", "C", "O", "O", "H", "O", "H", "H", "Ti", "O", "O", "C", "O", "H", "O", "H", "O", "C", "O", "H", "H", "H", "O", "O", "O", "O", "H", "H", "O", "P", "S", "O"],
  "coordinates": [[0.11, 2.26, 4.28], [-2.14, 2.77, -4.14], [4.32, 0.55, 3.11], [1.95, -1.27, -4.18], [-2.59, -4.97, 0.06], [-0.34, -4.56, -0.24], [2.89, 0.76, 0.26], [-1.15, -4.34, 1.67], [2.32, -0.41, -3.63], [-0.70, 3.07, 2.89], [5.13, -1.86, 3.12], [1.88, 0.89, -4.17], [4.20, 1.25, -1.81], [-1.25, 0.63, 3.90], [4.20, 1.19, -3.28], [-1.26, -4.94, 0.77], [2.83, -1.38, 2.17], [-0.95, -3.56, -1.42], [-1.78, 1.58, 3.90], [-0.83, 2.67, 3.90], [-3.73, 2.57, -5.68], [1.56, 2.45, 0.62], [-0.93, -5.93, 1.10], [5.45, 1.69, -3.87], [-1.85, 3.68, -4.66], [-1.59, 0.18, -0.43], [-2.14, 0.13, -2.65], [-4.46, 2.52, -4.10], [-2.04, 2.98, 5.97], [0.92, 1.20, -3.75], [4.02, -0.90, 3.26], [-3.12, 3.80, 6.50], [1.57, -1.48, 2.81], [-2.56, 1.64, 5.03], [-0.58, 2.13, -0.68], [-2.71, -6.05, -0.05], [-3.48, 0.90, -4.61], [1.06, -0.52, 2.86], [1.25, -1.30, 4.97], [0.37, 4.03, -0.36], [3.71, -0.30, -3.74], [3.10, -1.27, 4.61], [-3.56, 2.24, -4.65], [-1.28, 1.81, -4.34], [-2.46, 1.73, 3.06], [-1.07, -2.17, -0.94], [2.01, -0.45, -2.59], [-2.43, -4.28, -1.23], [1.89, -1.82, 4.26], [-0.95, 2.52, 6.88], [-2.22, 2.80, -3.06], [1.79, 0.74, -5.25], [0.93, -2.24, 2.37], [-0.63, 1.02, 1.31], [-0.32, -3.82, -2.71], [-1.44, -0.81, -4.84], [2.83, 1.87, -4.06], [-3.29, -4.44, 0.70], [1.85, -2.89, 4.43], [-1.43, 3.64, 4.58], [0.42, 1.50, 0.26], [-1.96, 0.35, -4.06], [0.68, 0.21, -0.48]],
  "nbo_charge": [0.19, -0.10, -0.85, 0.25, -0.11, -0.66, 0.97, 0.18, -0.10, 0.19, -0.80, -0.11, -0.99, 0.18, 2.45, -0.10, -0.71, 2.49, -0.09, -0.11, 0.21, -1.14, 0.23, -0.77, 0.25, 1.87, -1.04, 0.22, 2.41, 0.18, 2.40, -0.80, -0.10, -0.65, -1.14, 0.24, -0.62, 0.18, 0.22, 0.87, -0.64, -0.61, -0.10, -0.63, 0.16, -1.03, 0.17, -0.67, -0.10, -0.85, 0.16, 0.21, 0.21, -0.81, -0.78, -0.77, -0.62, 0.22, 0.20, -0.64, 2.31, 2.46, -1.03]
}



{
  "formula": "C10H20Cl12O6S2",
  "method": "the ωB97M-V functional and the def2-TZVPD basis",
  "gap_ev": 10.74,
  "smiles": "CCOS(C)(=O)=O.CCOS(C)(=O)=O.ClC(Cl)Cl.ClC(Cl)Cl.ClC(Cl)Cl.ClC(Cl)Cl",
  "lumo_energy_ev": 0.1,
  "symbols": ["Cl", "C", "H", "S", "H", "O", "Cl", "H", "H", "C", "H", "H", "H", "Cl", "O", "H", "Cl", "C", "H", "C", "H", "Cl", "Cl", "H", "C", "Cl", "Cl", "S", "O", "Cl", "C", "C", "H", "H", "H", "H", "O", "Cl", "O", "H", "H", "H", "C", "H", "Cl", "Cl", "O", "C", "C", "H"],
  "coordinates": [[-3.42, -0.96, -3.35], [-3.39, -0.81, 2.26], [2.40, 0.26, -5.13], [-4.38, 0.31, 4.53], [4.77, 1.09, -0.66], [4.12, -1.69, 0.92], [-0.46, 0.68, -1.92], [4.17, -0.33, -1.42], [6.26, -1.84, -0.63], [5.45, -1.89, 1.42], [6.29, -3.45, 0.16], [-2.77, 1.78, 5.48], [5.28, -2.51, 2.30], [-0.16, -1.88, -0.48], [1.98, -0.35, 0.90], [-2.82, -1.39, 0.29], [-2.92, 2.71, 0.64], [3.89, 0.45, -0.71], [-3.62, 2.62, 4.09], [-0.03, -1.00, -2.06], [-2.40, -0.41, 2.44], [4.71, 0.81, -4.99], [-1.36, 5.20, 0.22], [-1.58, 3.29, -1.12], [-1.42, 3.48, -0.06], [2.70, 2.12, -6.60], [0.07, 2.71, 0.62], [3.47, -0.15, 0.96], [-3.90, -0.86, 5.25], [-5.81, 0.07, -2.04], [2.95, 1.20, -5.08], [-3.13, 1.72, 4.46], [-4.50, -1.87, 0.67], [-4.11, -0.21, 0.20], [7.37, -2.21, 0.66], [-5.57, -0.43, -4.32], [-5.74, 0.82, 4.77], [-5.92, -2.48, -3.22], [-4.43, -0.06, 2.87], [-0.74, -1.40, -2.78], [-2.30, 1.44, 3.80], [-3.24, -1.73, 2.84], [6.34, -2.37, 0.32], [2.98, 0.94, -1.05], [1.57, -1.26, -2.86], [2.41, 2.12, -3.69], [4.10, 0.61, 2.06], [-5.23, -0.89, -3.39], [-3.76, -1.08, 0.75], [5.80, -0.89, 1.68]],
  "nbo_charge": [-0.03, -0.08, 0.24, 2.26, 0.25, -0.71, 0.03, 0.26, 0.22, -0.08, 0.22, 0.24, 0.20, 0.04, -0.91, 0.22, -0.02, -0.86, 0.26, -0.26, 0.17, -0.01, 0.04, 0.23, -0.27, 0.01, 0.02, 2.26, -0.90, 0.03, -0.27, -0.82, 0.22, 0.22, 0.22, 0.24, -0.89, 0.04, -0.72, 0.23, 0.25, 0.19, -0.64, 0.26, -0.03, 0.03, -0.90, -0.28, -0.63, 0.20]
}



{
  "formula": "C10H20Cl20",
  "method": "the ωB97M-V functional and the def2-TZVPD basis",
  "relative_energy_kcal_mol": 741.0,
  "gap_ev": 8.37,
  "lumo_energy_ev": 0.0,
  "symbols": ["H", "Cl", "H", "Cl", "Cl", "C", "H", "Cl", "C", "Cl", "Cl", "Cl", "H", "C", "Cl", "C", "H", "Cl", "C", "H", "H", "Cl", "H", "H", "C", "H", "Cl", "Cl", "H", "C", "H", "Cl", "H", "Cl", "H", "C", "Cl", "H", "Cl", "H", "C", "H", "C", "Cl", "H", "H", "Cl", "Cl", "H", "Cl"],
  "coordinates": [[-1.78, 2.62, -3.12], [5.02, 0.45, 0.48], [3.59, -1.71, 2.18], [3.76, 1.64, -1.97], [-1.17, 1.86, -1.05], [-0.98, -3.23, 1.25], [0.69, 3.31, -2.17], [1.84, 1.28, 4.47], [3.14, -2.19, 1.30], [-4.56, -0.78, -1.07], [3.23, 0.26, 2.22], [2.80, -3.92, 1.59], [-2.86, 3.18, -1.88], [-0.09, -0.13, -0.22], [-3.39, 0.91, -2.59], [-1.37, -1.29, -3.08], [-1.52, 0.54, 2.23], [0.31, -3.65, 0.06], [1.58, 2.76, -2.45], [-0.46, -3.00, 2.18], [-2.40, -1.01, -2.87], [1.20, 1.01, -2.31], [-3.92, 0.99, 0.17], [-1.72, -4.02, 1.37], [1.76, 1.11, 2.70], [-0.41, -1.10, -0.59], [2.15, 3.14, -4.07], [-1.27, 0.25, 4.55], [-2.54, 0.00, -0.16], [-2.37, 2.29, -2.27], [1.77, 2.07, 2.18], [4.15, -2.03, -0.13], [-1.33, -1.78, -4.05], [1.47, -0.34, 0.73], [2.17, -1.76, 1.06], [3.59, 0.52, -0.57], [-3.20, 1.96, 3.07], [2.33, 3.10, -1.73], [-3.59, -1.07, 1.58], [2.71, 0.82, -0.01], [-2.23, 0.48, 3.06], [3.51, -0.48, -0.99], [-3.59, -0.05, 0.13], [-1.73, -1.76, 0.75], [-2.82, -0.42, 2.88], [0.12, 0.53, -1.07], [-0.33, 0.15, -3.09], [-0.82, -2.50, -1.89], [0.93, 0.46, 2.41], [-1.40, 0.55, 0.80]],
  "nbo_charge": [0.22, 0.00, 0.23, -0.06, -0.02, -0.39, 0.22, -0.02, -0.41, 0.02, 0.02, -0.05, 0.23, -0.50, 0.01, -0.54, 0.16, -0.03, -0.47, 0.23, 0.22, 0.16, 0.25, 0.23, -0.41, 0.25, -0.01, -0.07, 0.20, -0.43, 0.22, -0.01, 0.22, 0.00, 0.20, -0.42, -0.05, 0.24, 0.06, 0.20, -0.41, 0.23, -0.48, 0.00, 0.20, 0.21, 0.04, -0.01, 0.22, 0.09]
}